Formula: C4H4F2S
Source: the Open Molecules 2025 dataset
Level of theory: ωB97M-V/def2-TZVPD

Computed properties:
largest force on an atom	2.78	eV/Å
total charge	0
orbital gap	7.860	eV
LUMO level	-1.448	eV
SMILES	FC(F)/C=C\C=S

Cartesian coordinates (Å):
C  0.4666  1.2936  -0.2900
C  -0.5146  0.2417  -0.7679
C  -0.5677  -0.9947  -0.2740
C  0.1126  -1.4312  0.9725
H  1.1331  0.9989  0.5917
H  -1.1883  0.6873  -1.5134
H  -1.1686  -1.7800  -0.6224
H  0.1870  -2.5589  0.8443
F  1.2267  1.7514  -1.4345
F  -0.2912  2.4536  0.1615
S  0.6045  -0.6617  2.3322